(1)
DFT (ωB97M-V/def2-TZVPD) results for a structure of composition C42H69BrIN10O8PS at a distorted geometry.

XYZ file:
```
133
Properties=species:S:1:pos:R:3:mulliken_charge:R:1
I 5.80 3.83 1.39 0.009
Br 2.50 6.06 -0.44 0.011
S 2.99 -2.41 -2.60 -0.153
P 1.29 4.46 -2.64 0.393
O 5.32 -0.98 -3.16 -0.289
O 5.71 6.58 -0.64 -0.457
O 3.16 2.98 0.80 -0.250
O -0.34 4.17 0.89 -0.166
O -1.65 5.09 2.56 -0.595
O 4.52 1.05 1.38 -0.015
O 5.33 -1.15 1.09 -0.496
O 7.24 5.65 -2.03 -0.486
N 1.74 -6.37 -1.31 -0.545
N -7.89 -1.87 5.04 -0.514
N -1.13 -0.74 -0.44 -0.622
N 1.51 5.96 -3.22 -0.699
N 6.93 -2.03 -1.94 -0.526
N -3.43 -5.05 1.99 -0.565
N 3.86 2.61 -2.41 -0.549
N 5.80 -2.77 -1.66 0.022
N -0.11 5.50 -6.51 -0.530
N -3.67 -0.06 2.76 -0.445
C -8.89 -4.41 2.81 -0.518
C -1.39 7.74 -5.74 -0.312
C 4.76 1.45 -0.03 -0.274
C 0.93 1.25 -1.60 -0.015
C -0.36 -3.05 0.69 -0.464
C 1.32 1.74 -0.14 -0.057
C 5.31 -0.07 1.73 0.528
C -3.46 -7.03 3.80 -0.420
C 3.97 3.75 -1.40 1.334
C -1.22 4.06 2.01 0.569
C 6.72 -0.94 -2.82 -0.041
C 4.37 3.04 -0.04 -1.353
C 0.24 9.21 -7.04 -1.141
C 4.38 -5.98 -1.61 0.348
C -7.53 -3.82 3.21 0.224
C -6.31 0.41 2.82 0.255
C -0.67 6.49 -6.17 0.261
C 4.78 -8.49 -1.87 -1.170
C 1.89 3.21 0.07 1.115
C -7.73 -2.73 4.22 0.167
C -3.56 -5.37 5.73 -1.115
C -3.44 -5.92 2.79 0.319
C -1.13 -2.27 2.99 -0.921
C -6.11 2.13 0.94 -1.144
C -6.78 0.85 1.43 -0.485
C 4.81 -2.09 -2.44 0.508
C 2.41 4.15 -1.11 -0.668
C 2.27 -0.70 -2.77 -0.444
C -0.79 -1.76 0.06 0.434
C 1.13 -0.37 -1.67 -0.728
C 2.90 -6.20 -1.45 0.261
C -4.21 -6.57 5.06 -0.209
C -9.63 -5.03 3.99 -1.138
C 1.01 3.84 1.28 -1.288
C 5.88 5.73 -1.54 0.194
C 6.17 0.10 3.08 -0.907
C -1.22 8.83 -6.80 -0.418
C 4.81 4.81 -2.23 -0.583
C -1.23 -3.34 1.91 -0.329
C 4.97 -7.10 -2.48 -0.597
C -1.68 2.65 2.65 -0.643
C -4.83 0.15 2.78 0.187
H -0.71 2.21 3.11 0.255
H 0.15 -0.79 -2.10 0.658
H 5.24 -9.24 -2.51 0.344
H -0.92 -4.30 2.34 0.324
H 7.12 5.75 -3.01 0.353
H 0.70 -2.97 0.97 0.263
H -3.96 -7.90 3.37 0.307
H 2.07 0.98 0.30 0.175
H -0.98 8.07 -4.78 0.275
H 1.56 4.67 1.85 0.443
H -6.82 -0.50 3.12 -0.364
H 1.79 -0.65 -3.83 0.474
H 7.07 0.77 2.86 0.216
H -1.49 -1.30 2.62 0.109
H -2.39 2.80 3.52 0.339
H -5.03 2.00 0.84 0.262
H -4.10 -5.09 6.63 0.352
H 1.54 3.48 -3.67 0.117
H -0.45 -3.85 -0.05 0.357
H -6.59 0.05 0.70 0.295
H -9.52 -3.64 2.37 0.311
H -9.04 -5.82 4.46 0.264
H 0.82 8.36 -7.41 0.348
H -1.77 9.72 -6.49 0.306
H -5.24 -6.32 4.80 0.068
H 1.50 1.67 -2.48 -0.050
H -0.09 -2.14 3.33 0.332
H -9.87 -4.29 4.76 0.355
H 1.35 -0.81 -0.64 0.104
H -2.44 -7.31 4.05 0.296
H -2.27 -3.45 1.61 0.407
H -7.87 1.00 1.46 0.355
H 0.71 9.56 -6.11 0.305
H -3.56 -4.49 5.07 0.258
H -2.52 -5.58 6.01 0.343
H 4.81 2.22 -2.60 0.260
H -4.24 -7.40 5.77 0.321
H 4.51 -7.08 -3.47 0.297
H -0.20 1.44 -1.75 0.282
H -2.45 7.51 -5.60 0.307
H 4.55 -5.01 -2.08 -0.323
H 4.05 0.81 -0.63 -0.091
H 5.87 1.26 -0.23 0.731
H 7.45 -0.16 -3.19 0.353
H 3.05 0.13 -2.73 -0.112
H 6.44 -0.90 3.56 0.299
H -6.52 1.19 3.55 0.375
H 1.82 5.80 -4.20 0.253
H 4.86 -5.97 -0.63 0.349
H -6.29 2.95 1.64 0.313
H 0.31 10.00 -7.78 0.329
H -10.58 -5.47 3.66 0.342
H -1.74 -2.53 3.85 0.272
H -0.07 4.25 -2.19 0.114
H 5.25 -8.55 -0.88 0.299
H 5.55 0.68 3.87 0.274
H -1.66 8.49 -7.75 0.286
H -6.50 2.41 -0.04 0.356
H 0.94 2.98 2.05 0.296
H 0.38 1.62 0.51 -0.181
H -6.88 -4.59 3.63 -0.130
H 6.04 -6.91 -2.62 0.366
H 5.34 4.26 -3.10 0.523
H 4.06 5.50 -2.78 0.305
H 3.73 -8.74 -1.77 0.337
H -2.04 1.91 1.86 0.141
H 3.59 3.00 -3.34 0.381
H -8.73 -5.18 2.05 0.342
H -7.03 -3.40 2.33 0.317
```

The frontier orbital gap is 8.799 eV.

***

(2)
DFT (ωB97M-V/def2-TZVPD) results for a structure of composition C42H70ClCs2F2LiN4NaO20P3 at a distorted geometry.

XYZ file:
```
146
Properties=species:S:1:pos:R:3:mulliken_charge:R:1
Cs 1.14 -9.19 -2.91 0.887
Cs 5.08 -2.36 0.45 0.972
Cl 2.76 -2.76 1.41 -0.961
P -6.44 5.49 -7.26 0.462
P 0.92 -1.70 5.98 0.825
P 1.91 6.72 -1.11 0.924
Na -2.02 5.08 -7.41 0.833
F 2.60 0.85 0.87 -0.726
F -0.08 3.82 -1.53 -0.168
O 3.20 5.95 -0.81 -0.445
O -1.20 -1.19 -0.76 -0.276
O -3.88 2.53 0.30 -0.328
O 2.95 -8.46 -2.49 -0.716
O 1.41 6.35 -2.50 -0.471
O 3.83 -8.95 -5.03 -0.800
O -3.68 -5.38 -1.47 -0.574
O 2.21 8.22 -1.04 -0.524
O 7.02 -5.48 -4.85 -0.583
O 1.66 -0.84 6.99 -0.770
O -7.17 6.52 -8.45 -0.318
O -6.58 6.63 -6.08 -0.221
O 1.79 2.99 -2.43 -0.453
O 0.84 6.37 -0.07 -0.469
O -5.58 4.52 -6.10 -0.157
O 6.21 -5.03 -2.30 -0.698
O 1.57 -3.27 5.97 -0.464
O -7.65 4.57 -7.23 -0.662
O 0.90 1.22 0.17 -0.419
O -0.67 -1.83 6.50 -0.420
N -1.34 -3.56 -2.20 -0.251
N -1.18 0.08 -0.21 1.603
N 0.16 1.39 -2.03 -0.128
N -3.75 -0.84 0.78 0.155
C 5.97 0.95 5.42 -1.058
C 7.90 4.13 4.82 -0.359
C -0.35 -0.92 2.03 -0.181
C -2.91 -7.09 -3.07 -0.937
C 3.97 -7.71 -3.04 0.524
C -2.58 2.28 -0.33 -1.070
C -6.04 3.43 -2.87 -0.758
C -5.08 -0.63 1.31 0.033
C 5.64 -5.93 -2.92 0.894
C -6.44 6.60 -9.66 -0.749
C 4.39 -8.03 -4.42 0.845
C 1.10 -1.05 4.23 0.383
C 8.02 3.23 6.05 -0.700
C -6.14 -0.21 1.75 0.435
C -0.12 -3.26 -1.41 -0.960
C -0.01 0.92 -0.62 -0.602
C 0.69 2.76 -2.01 0.553
C -0.24 -0.50 3.57 -0.657
C 0.09 -1.68 -1.16 0.327
C -1.36 0.07 1.28 0.216
C 3.19 -3.84 4.14 -0.530
C 4.56 -6.72 -2.34 -0.905
C 7.38 1.04 4.85 -0.331
C 5.45 -7.22 -5.01 -0.985
C -6.65 4.98 -0.86 -0.458
C 2.96 -3.15 5.58 -0.254
C -0.78 -1.81 7.95 -0.314
C -4.59 3.72 -6.68 -0.149
C -4.78 3.13 -0.60 0.440
C -6.89 4.54 -2.29 -0.614
C -2.82 -0.26 1.79 -1.299
C -2.42 0.76 -0.77 0.256
C -2.89 -5.54 -2.69 0.323
C -1.40 -5.05 -2.37 -0.731
C -0.07 -3.03 8.68 -0.873
C 8.36 1.77 5.77 -0.754
C -5.62 4.26 -0.04 -0.543
C 9.20 4.23 4.03 -1.171
C -5.01 2.73 -2.01 0.382
C -3.73 -0.14 -0.54 -1.416
C 6.04 -6.24 -4.31 0.358
C -7.21 7.88 -6.27 -0.603
Li -9.13 0.07 2.06 0.533
H -5.48 4.60 1.02 0.326
H -3.38 -7.71 -2.23 0.294
H -7.27 5.81 -0.39 0.330
H 7.35 1.52 3.87 0.252
H 5.98 0.43 6.38 0.300
H -2.18 -3.35 -1.65 0.142
H -0.37 0.62 3.71 0.354
H -1.90 -1.92 8.17 0.323
H -3.32 0.68 2.22 0.310
H 5.74 -7.45 -6.03 0.402
H 0.90 -1.65 -0.36 -0.097
H 8.41 1.24 6.73 0.352
H 9.07 4.90 3.18 0.371
H -2.29 0.76 -1.91 0.763
H -7.69 5.07 -2.87 0.395
H 5.53 1.94 5.57 0.278
H -0.72 -5.40 -3.21 0.363
H -2.78 -0.99 2.67 0.591
H -2.50 2.93 -1.26 0.458
H 0.46 -1.30 -2.17 0.119
H 9.52 3.26 3.64 0.270
H -1.84 -7.48 -3.18 0.048
H -7.17 8.43 -5.32 0.250
H -1.14 -5.55 -1.36 0.307
H -4.62 -5.36 -1.75 0.327
H 1.65 -1.80 3.57 -0.740
H -0.70 -2.00 1.92 0.196
H -1.81 2.67 0.39 0.470
H 5.33 0.40 4.74 0.293
H 9.37 1.71 5.34 0.317
H -0.15 -3.94 8.02 0.198
H 0.70 -0.86 1.60 -0.088
H 4.18 -4.40 4.21 0.364
H 7.76 0.02 4.68 0.337
H -1.11 1.10 1.69 0.395
H -3.51 -7.31 -4.00 0.307
H -5.03 3.04 -7.42 0.409
H -3.84 4.36 -7.16 -0.569
H -6.97 7.24 -10.36 0.248
H 10.00 4.64 4.65 0.291
H -1.13 -0.98 4.09 0.371
H 3.27 -2.05 5.48 0.282
H -5.45 7.02 -9.47 0.306
H 7.28 -4.85 -4.15 0.334
H 1.80 -0.15 4.32 0.475
H -4.41 1.90 -2.47 0.238
H 4.26 -6.48 -1.32 0.433
H -3.37 -4.91 -3.50 0.399
H 7.60 5.13 5.14 0.350
H 0.78 -3.66 -1.99 0.389
H -3.67 -0.96 -1.33 0.120
H 3.62 -3.66 6.34 0.375
H -4.69 0.41 -0.75 0.596
H 0.93 0.84 -2.42 0.374
H -8.25 7.76 -6.55 0.282
H -6.24 3.13 -3.94 0.367
H 3.28 -3.05 3.30 -0.070
H -6.33 5.60 -10.11 0.299
H -7.17 0.16 1.97 -0.644
H 8.79 3.65 6.72 0.389
H -6.67 8.47 -7.01 0.228
H -0.47 -0.83 8.42 0.265
H 2.36 -4.57 3.89 0.180
H -0.11 -3.78 -0.41 0.396
H 7.08 3.29 6.62 0.309
H -4.10 3.13 -5.90 0.289
H 7.10 3.77 4.16 0.262
H 1.01 -2.73 8.87 0.255
H 2.69 -9.10 -3.19 0.316
H -0.58 -3.31 9.66 0.375
```

The frontier orbital gap is 0.860 eV.

***

Which of these has the lowest frontier orbital gap?
C42H70ClCs2F2LiN4NaO20P3

***

Among the records above, which one has the highest frontier orbital gap?
C42H69BrIN10O8PS

***

frontier orbital gap of number 1 (C42H69BrIN10O8PS)?
8.799 eV